{"formula": "C8H16O", "method": "ωB97M-V/def2-TZVPD", "species": ["C", "C", "C", "C", "C", "H", "H", "H", "H", "H", "H", "H", "H", "C", "C", "C", "O", "H", "H", "H", "H", "H", "H", "H", "H"], "positions_angstrom": [[-1.13, -1.10, 0.69], [-0.02, -2.14, 0.90], [-2.51, -1.79, 0.54], [-0.90, -0.27, -0.48], [-1.03, 0.24, -1.61], [-1.17, -0.45, 1.58], [-0.22, -2.73, 1.79], [0.04, -2.81, 0.04], [-3.30, -1.05, 0.41], [-2.51, -2.46, -0.32], [-2.72, -2.37, 1.44], [0.95, -1.65, 1.01], [-1.72, 0.24, -2.43], [1.89, 0.55, -0.99], [1.10, 1.30, 0.47], [1.24, 2.79, 0.23], [1.40, 1.03, -2.13], [0.20, 0.72, -2.09], [2.89, 0.92, -0.77], [1.82, -0.54, -0.87], [0.12, 1.12, 0.91], [1.79, 0.93, 1.23], [0.62, 3.09, -0.62], [2.26, 3.06, -0.02], [0.92, 3.36, 1.10]], "lowdin_charge": [-0.422, -0.058, -0.056, -0.053, 0.079, 0.136, 0.082, 0.089, 0.084, 0.087, 0.083, 0.068, 0.091, -0.304, -0.207, -0.140, -0.174, 0.090, 0.105, 0.082, 0.049, 0.080, 0.070, 0.070, 0.066], "de_lowest_kcal_mol": 110.2, "homo_ha": -0.3135, "spin_multiplicity": 1}